{"formula": "C4H9NOS2", "method": "the ωB97M-V functional and the def2-TZVPD basis", "gap_ev": 9.2, "molar_mass_g_mol": 151.26, "smiles": "CS/C=N/CCSO", "multiplicity": 1, "lumo_energy_ev": 0.573, "elements": ["C", "S", "C", "N", "C", "C", "S", "O", "H", "H", "H", "H", "H", "H", "H", "H", "H"], "positions_angstrom": [[-3.870, 0.550, 0.884], [-2.788, -0.870, 0.498], [-1.218, -0.097, 0.443], [-0.189, -0.697, 0.073], [1.128, -0.027, 0.102], [2.103, -1.016, -0.653], [3.973, -0.786, -0.606], [4.143, 0.361, -1.784], [-4.764, 0.482, 0.205], [-3.120, 1.469, 0.829], [-4.189, 0.471, 1.998], [-1.139, 0.975, 0.785], [1.272, 0.177, 1.209], [1.163, 0.907, -0.649], [1.797, -2.012, -0.126], [1.983, -1.113, -1.658], [3.716, 1.227, -1.549]]}



{"formula": "C17H16BrF9N4", "method": "the ωB97M-V functional and the def2-TZVPD basis", "gap_ev": 9.8, "molar_mass_g_mol": 527.23, "smiles": "CC[C@@](C#N)(CCC(F)(F)C(F)(F)C(F)(F)C(F)(F)F)[C@@](N)(Br)C#N.c1ccncc1", "multiplicity": 1, "lumo_energy_ev": 0.018, "elements": ["C", "C", "C", "C", "N", "C", "C", "C", "F", "F", "C", "F", "F", "C", "F", "F", "C", "F", "F", "F", "C", "N", "Br", "C", "N", "H", "H", "H", "H", "H", "H", "H", "H", "H", "H", "H", "C", "C", "C", "N", "C", "C", "H", "H", "H", "H", "H"], "positions_angstrom": [[0.751, -1.360, 2.242], [0.280, 0.028, 2.674], [1.154, 1.201, 2.143], [2.500, 0.971, 2.703], [3.522, 0.738, 3.172], [1.340, 1.151, 0.610], [0.046, 1.041, -0.200], [0.203, 0.381, -1.557], [-1.041, 0.271, -2.115], [0.677, -0.895, -1.422], [1.092, 1.157, -2.601], [0.468, 1.179, -3.803], [1.224, 2.439, -2.172], [2.499, 0.558, -2.860], [3.172, 0.480, -1.690], [2.354, -0.677, -3.380], [3.384, 1.368, -3.855], [4.603, 0.844, -3.848], [2.893, 1.296, -5.085], [3.465, 2.647, -3.507], [0.623, 2.596, 2.726], [1.529, 3.113, 3.758], [0.507, 4.030, 1.405], [-0.741, 2.457, 3.255], [-1.791, 2.360, 3.710], [0.861, -1.450, 1.164], [-0.007, -2.085, 2.541], [1.680, -1.643, 2.732], [0.322, 0.076, 3.762], [-0.752, 0.167, 2.361], [1.937, 0.263, 0.411], [1.946, 1.993, 0.285], [-0.692, 0.426, 0.316], [-0.416, 2.009, -0.364], [1.253, 4.071, 3.956], [1.364, 2.600, 4.622], [-3.546, -4.227, -1.714], [-2.773, -3.081, -1.798], [-3.156, -1.971, -1.060], [-4.229, -1.944, -0.270], [-4.962, -3.053, -0.201], [-4.666, -4.215, -0.898], [-3.282, -5.114, -2.274], [-1.890, -3.043, -2.422], [-2.577, -1.059, -1.098], [-5.830, -3.004, 0.447], [-5.299, -5.086, -0.802]]}



{"formula": "C6H10O", "method": "the ωB97M-V functional and the def2-TZVPD basis", "gap_ev": 10.5, "molar_mass_g_mol": 98.14, "smiles": "O[C@@H]1C=CCCC1", "multiplicity": 1, "lumo_energy_ev": 1.028, "elements": ["O", "C", "C", "C", "C", "C", "C", "H", "H", "H", "H", "H", "H", "H", "H", "H", "H"], "positions_angstrom": [[-1.407, 0.887, 1.998], [-1.051, 0.230, 0.790], [-0.231, -1.009, 1.043], [0.553, -1.551, 0.113], [0.738, -0.858, -1.213], [0.823, 0.652, -0.976], [-0.414, 1.194, -0.243], [-0.582, 1.212, 2.384], [-2.011, -0.114, 0.382], [-0.377, -1.482, 2.009], [1.089, -2.477, 0.310], [-0.100, -1.078, -1.889], [1.640, -1.223, -1.715], [1.723, 0.838, -0.378], [0.944, 1.184, -1.927], [-0.151, 2.120, 0.278], [-1.187, 1.476, -0.966]]}



{"formula": "C22H29N2O2", "method": "the ωB97M-V functional and the def2-TZVPD basis", "gap_ev": 4.6, "charge": -1, "molar_mass_g_mol": 353.49, "multiplicity": 1, "lumo_energy_ev": 2.404, "elements": ["C", "C", "C", "C", "C", "C", "C", "C", "C", "N", "O", "N", "C", "O", "H", "H", "H", "H", "H", "H", "H", "H", "H", "H", "H", "H", "H", "H", "H", "H", "H", "C", "C", "C", "C", "C", "C", "H", "H", "H", "H", "H", "H", "C", "C", "C", "C", "C", "C", "H", "H", "H", "H", "H", "H"], "positions_angstrom": [[0.588, 0.061, 0.321], [1.853, -0.696, -0.109], [3.116, -0.361, 0.709], [4.134, 0.514, -0.020], [3.783, 2.019, -0.160], [2.906, 2.635, 0.918], [3.724, 3.303, 2.016], [4.743, 2.370, 2.718], [6.176, 2.771, 2.473], [6.943, 2.044, 1.490], [6.698, 3.673, 3.079], [2.226, 3.861, 0.234], [1.196, 3.728, -0.365], [0.191, 3.604, -0.972], [-0.289, -0.583, 0.192], [0.422, 0.941, -0.295], [0.641, 0.357, 1.364], [1.651, -1.764, 0.020], [2.047, -0.547, -1.174], [2.823, 0.083, 1.658], [3.625, -1.308, 0.932], [5.108, 0.387, 0.461], [4.247, 0.091, -1.024], [4.740, 2.584, -0.277], [3.284, 2.142, -1.123], [3.030, 3.663, 2.776], [4.265, 4.196, 1.647], [4.627, 2.456, 3.800], [4.563, 1.329, 2.453], [6.322, 1.805, 0.721], [7.238, 1.162, 1.898], [-1.524, -2.780, -2.215], [-2.706, -2.579, -2.914], [-3.826, -3.344, -2.620], [-3.765, -4.311, -1.625], [-2.584, -4.510, -0.924], [-1.463, -3.746, -1.219], [-0.650, -2.181, -2.437], [-2.755, -1.819, -3.683], [-4.750, -3.180, -3.158], [-4.642, -4.900, -1.390], [-2.538, -5.258, -0.143], [-0.541, -3.898, -0.673], [-5.435, -0.138, -1.392], [-6.666, 0.497, -1.306], [-7.474, 0.298, -0.195], [-7.047, -0.533, 0.832], [-5.814, -1.166, 0.746], [-5.009, -0.971, -0.367], [-4.802, 0.017, -2.257], [-6.995, 1.151, -2.104], [-8.434, 0.793, -0.127], [-7.674, -0.685, 1.702], [-5.478, -1.811, 1.547], [-4.049, -1.465, -0.436]]}



{"formula": "CH6Na8O6", "method": "the ωB97M-V functional and the def2-TZVPD basis", "gap_ev": 3.2, "charge": 6, "molar_mass_g_mol": 297.97, "multiplicity": 1, "lumo_energy_ev": -16.009, "elements": ["Na", "Na", "Na", "Na", "Na", "Na", "Na", "Na", "C", "O", "O", "O", "O", "H", "H", "O", "H", "H", "O", "H", "H"], "positions_angstrom": [[-5.637, 2.041, 1.836], [-1.143, 4.638, -5.449], [3.225, 3.733, -1.866], [-4.387, 0.601, -3.304], [-3.140, 6.098, -1.046], [1.694, 4.787, 2.797], [-1.217, -0.182, 4.057], [3.831, -0.114, 2.711], [-0.778, 1.468, -0.421], [-1.722, 0.741, -0.103], [-0.888, 2.309, -1.285], [0.322, 1.286, 0.112], [1.629, -3.216, 2.932], [1.106, -3.229, 2.130], [2.209, -3.972, 2.853], [-1.289, -4.102, -0.341], [-2.061, -4.660, -0.440], [-1.644, -3.223, -0.211], [3.390, -1.917, -1.368], [3.856, -1.767, -2.191], [2.642, -1.321, -1.404]]}



{"formula": "C25H24AsCl3N5STc", "method": "the ωB97M-V functional and the def2-TZVPD basis", "gap_ev": [6.4, 4.9], "s2": 3.80, "charge": 3, "molar_mass_g_mol": 705.85, "multiplicity": 4, "lumo_energy_ev": [-10.762, -12.301], "elements": ["Tc", "S", "C", "C", "C", "C", "C", "C", "As", "C", "C", "C", "C", "C", "C", "C", "C", "C", "C", "C", "C", "H", "H", "H", "H", "H", "H", "H", "H", "H", "H", "H", "H", "H", "H", "C", "C", "C", "C", "N", "C", "N", "N", "N", "H", "H", "H", "H", "H", "H", "H", "H", "H", "H", "Cl", "C", "Cl", "Cl", "C", "N"], "positions_angstrom": [[-0.330, 0.302, 0.634], [-0.063, -1.481, -0.912], [-1.499, -2.420, -1.030], [-1.444, -3.614, -1.797], [-2.585, -4.362, -1.965], [-3.791, -3.954, -1.383], [-3.852, -2.779, -0.606], [-2.721, -2.030, -0.419], [-2.684, -0.414, 0.629], [-4.498, -0.111, 1.232], [-5.350, 0.589, 0.379], [-6.697, 0.670, 0.696], [-7.172, 0.073, 1.858], [-6.308, -0.612, 2.704], [-4.958, -0.703, 2.404], [-1.701, -0.960, 2.253], [-1.760, -0.048, 3.330], [-1.324, -0.427, 4.586], [-0.815, -1.711, 4.778], [-0.704, -2.601, 3.715], [-1.143, -2.233, 2.455], [-0.513, -3.932, -2.249], [-2.548, -5.268, -2.555], [-4.686, -4.545, -1.530], [-4.788, -2.464, -0.160], [-4.971, 1.071, -0.514], [-7.370, 1.206, 0.041], [-8.219, 0.160, 2.115], [-6.687, -1.086, 3.600], [-4.291, -1.235, 3.070], [-2.204, 0.933, 3.184], [-1.401, 0.261, 5.417], [-0.518, -2.023, 5.772], [-0.301, -3.592, 3.876], [-1.098, -2.950, 1.644], [2.222, 4.412, -4.374], [2.447, 4.902, -2.951], [3.579, 4.174, -2.238], [1.156, 4.923, -2.122], [0.722, 3.585, -1.699], [0.988, 2.925, -0.583], [0.297, 1.787, -0.638], [-0.396, 1.793, -1.810], [-0.142, 2.862, -2.436], [3.136, 4.529, -4.955], [1.428, 4.970, -4.870], [1.956, 3.351, -4.410], [2.728, 5.959, -3.015], [3.414, 3.092, -2.209], [3.720, 4.542, -1.217], [4.514, 4.333, -2.773], [0.338, 5.335, -2.710], [1.289, 5.522, -1.223], [1.662, 3.238, 0.196], [3.518, 2.020, 3.867], [3.333, 0.320, 3.386], [4.779, -0.295, 2.605], [2.868, -0.678, 4.779], [2.212, 0.283, 2.455], [1.344, 0.245, 1.702]]}



{"formula": "C35H18BrClF4N6NaO4", "method": "the ωB97M-V functional and the def2-TZVPD basis", "gap_ev": 4.1, "charge": -1, "molar_mass_g_mol": 800.91, "multiplicity": 1, "lumo_energy_ev": -1.390, "elements": ["Na", "O", "C", "C", "C", "C", "C", "C", "C", "O", "N", "N", "C", "C", "Br", "C", "C", "C", "C", "C", "C", "C", "H", "H", "H", "H", "H", "H", "H", "H", "H", "H", "H", "H", "H", "H", "Cl", "C", "C", "C", "C", "O", "C", "C", "O", "C", "H", "H", "H", "H", "F", "C", "C", "F", "C", "C", "C", "F", "C", "C", "C", "N", "C", "N", "F", "C", "C", "N", "C", "N"], "positions_angstrom": [[1.360, 0.161, 1.267], [-2.187, -4.345, 1.357], [-0.891, -4.724, 1.510], [-0.642, -5.928, 2.167], [0.656, -6.377, 2.346], [1.722, -5.629, 1.860], [1.461, -4.432, 1.208], [0.170, -3.948, 1.029], [0.030, -2.565, 0.400], [0.235, -1.573, 1.242], [-1.415, -2.502, -0.277], [-2.024, -1.253, -0.201], [-2.281, -0.906, 0.998], [-2.792, 0.451, 1.294], [-1.340, 1.627, 1.669], [-4.041, 0.864, 1.462], [-5.253, 0.029, 1.296], [-5.340, -1.000, 0.357], [-6.490, -1.771, 0.264], [-7.576, -1.519, 1.090], [-7.511, -0.479, 2.008], [-6.361, 0.288, 2.104], [-2.152, -3.617, 0.680], [-1.492, -6.495, 2.526], [0.833, -7.313, 2.863], [2.742, -5.968, 1.993], [2.287, -3.824, 0.844], [0.703, -2.556, -0.480], [-1.285, -2.688, -1.263], [-2.087, -1.551, 1.853], [-4.206, 1.884, 1.793], [-4.505, -1.189, -0.301], [-6.537, -2.571, -0.464], [-8.472, -2.122, 1.012], [-8.355, -0.268, 2.652], [-6.308, 1.096, 2.826], [4.774, 6.857, 3.076], [3.850, 5.396, 2.780], [2.647, 5.188, 3.491], [1.904, 4.062, 3.300], [2.311, 3.030, 2.377], [1.655, 1.969, 2.238], [3.523, 3.299, 1.644], [3.998, 2.399, 0.638], [3.441, 1.382, 0.218], [4.275, 4.472, 1.879], [2.323, 5.944, 4.196], [0.985, 3.900, 3.849], [4.976, 2.678, 0.195], [5.195, 4.631, 1.326], [1.369, -0.590, -1.999], [1.765, 0.344, -2.846], [0.849, 0.941, -3.616], [-0.421, 0.571, -3.509], [1.179, 1.997, -4.565], [2.597, 2.329, -4.621], [3.513, 1.736, -3.852], [4.785, 2.090, -3.987], [3.184, 0.696, -2.884], [4.102, 0.150, -2.061], [3.812, -0.897, -1.112], [3.604, -1.730, -0.353], [5.481, 0.574, -2.018], [6.581, 0.883, -1.916], [2.994, 3.250, -5.495], [0.251, 2.612, -5.334], [-1.153, 2.278, -5.329], [-2.282, 2.088, -5.406], [0.561, 3.665, -6.271], [0.719, 4.521, -7.020]]}



{"formula": "C12H14N3O10P2PtSSe", "method": "the ωB97M-V functional and the def2-TZVPD basis", "gap_ev": [4.9, 4.9], "charge": -1, "molar_mass_g_mol": 728.31, "multiplicity": 1, "lumo_energy_ev": [0.025, 0.025], "elements": ["Pt", "O", "P", "O", "O", "O", "P", "O", "O", "O", "H", "H", "C", "C", "C", "C", "C", "C", "N", "N", "C", "C", "C", "C", "C", "N", "H", "H", "H", "H", "H", "H", "H", "H", "H", "C", "S", "O", "O", "O", "H", "H", "H", "Se"], "positions_angstrom": [[-0.201, -1.339, -0.586], [-2.297, -2.485, 1.933], [-0.957, -3.305, 1.730], [-0.959, -4.705, 2.159], [-0.650, -3.097, 0.221], [0.174, -2.492, 2.536], [0.469, -0.884, 2.662], [-0.654, -0.364, 3.642], [1.838, -0.736, 3.183], [0.161, -0.291, 1.285], [-2.514, -2.238, 2.837], [-1.460, -0.043, 3.142], [-1.427, 3.589, -3.099], [-2.040, 2.351, -3.032], [-1.371, 1.266, -2.482], [-0.086, 1.455, -1.997], [0.548, 2.697, -2.067], [-0.130, 3.762, -2.621], [0.587, 0.356, -1.378], [1.811, 0.491, -1.209], [2.427, -0.610, -0.598], [3.757, -0.563, -0.252], [4.304, -1.676, 0.370], [3.520, -2.791, 0.592], [2.187, -2.779, 0.213], [1.678, -1.696, -0.362], [-1.960, 4.432, -3.521], [-3.051, 2.217, -3.390], [-1.836, 0.297, -2.426], [1.541, 2.822, -1.663], [0.342, 4.735, -2.666], [4.322, 0.336, -0.448], [5.337, -1.662, 0.689], [3.912, -3.669, 1.085], [1.499, -3.596, 0.379], [-1.662, 2.239, 0.972], [-2.839, 0.890, 0.981], [-2.766, 0.347, 2.344], [-4.120, 1.473, 0.646], [-2.360, -0.052, -0.043], [-2.003, 2.991, 0.263], [-0.680, 1.855, 0.706], [-1.622, 2.655, 1.976], [-0.769, -2.185, -2.705]]}



{"formula": "C4H7N3", "method": "the ωB97M-V functional and the def2-TZVPD basis", "gap_ev": 9.1, "molar_mass_g_mol": 97.12, "multiplicity": 1, "lumo_energy_ev": 0.891, "elements": ["C", "N", "C", "C", "C", "N", "N", "H", "H", "H", "H", "H", "H", "H"], "positions_angstrom": [[-0.318, -1.885, 1.310], [-0.114, -0.863, 0.308], [-0.630, -0.860, -0.953], [-0.220, 0.286, -1.624], [0.678, 2.302, -0.607], [0.523, 0.853, -0.608], [0.596, 0.203, 0.551], [0.026, -1.537, 2.284], [0.212, -2.796, 1.026], [-1.390, -2.087, 1.347], [-1.394, -1.589, -1.193], [1.193, 2.674, 0.280], [1.184, 2.624, -1.516], [-0.346, 2.674, -0.604]]}



{"formula": "C32H31N6O8S2Ti", "method": "the ωB97M-V functional and the def2-TZVPD basis", "gap_ev": 7.6, "charge": 1, "molar_mass_g_mol": 739.63, "multiplicity": 1, "lumo_energy_ev": -3.752, "elements": ["Ti", "C", "C", "O", "C", "C", "C", "C", "C", "C", "O", "H", "H", "H", "H", "H", "H", "H", "C", "C", "S", "O", "O", "C", "C", "N", "C", "N", "C", "C", "N", "O", "O", "C", "H", "H", "H", "H", "H", "H", "H", "H", "H", "H", "H", "H", "H", "O", "C", "N", "C", "C", "O", "N", "C", "C", "C", "C", "C", "C", "C", "C", "C", "C", "C", "C", "H", "H", "H", "H", "H", "H", "H", "H", "H", "H", "H", "S", "C", "N"], "positions_angstrom": [[0.678, -0.337, 0.507], [-2.968, -0.936, -1.242], [-1.599, -0.309, -1.149], [-0.927, -0.866, -0.064], [-1.559, 1.214, -1.199], [-2.412, 1.871, -2.085], [-2.394, 3.246, -2.219], [-1.515, 4.000, -1.451], [-0.652, 3.373, -0.575], [-0.657, 1.987, -0.453], [0.234, 1.426, 0.403], [-2.857, -2.017, -1.185], [-3.459, -0.678, -2.176], [-3.570, -0.584, -0.406], [-3.091, 1.295, -2.699], [-3.061, 3.728, -2.920], [-1.499, 5.078, -1.540], [0.048, 3.934, 0.030], [-3.120, -0.920, 7.004], [-2.393, 0.410, 7.123], [-0.987, 0.536, 6.048], [-1.394, 0.202, 4.702], [-0.328, 1.793, 6.295], [0.129, -0.763, 6.582], [1.554, -0.497, 6.089], [1.615, -0.017, 4.700], [1.233, -0.719, 3.620], [1.235, 0.061, 2.537], [1.623, 1.316, 2.940], [1.859, 1.274, 4.266], [2.343, 2.368, 5.069], [2.837, 2.113, 6.150], [2.242, 3.466, 4.574], [0.798, -2.135, 3.660], [-4.019, -0.899, 7.617], [-2.505, -1.750, 7.353], [-3.412, -1.107, 5.972], [-2.030, 0.623, 8.128], [-3.014, 1.250, 6.804], [-0.281, -1.702, 6.213], [0.134, -0.778, 7.672], [2.143, -1.410, 6.160], [2.029, 0.261, 6.698], [1.712, 2.150, 2.268], [1.289, -2.678, 4.465], [1.040, -2.620, 2.717], [-0.282, -2.177, 3.814], [3.372, 0.385, -1.307], [2.443, 0.131, -2.023], [2.354, 0.064, -3.376], [1.038, -0.361, -3.842], [0.356, -0.472, -2.491], [-0.895, -0.777, -2.395], [1.135, -0.161, -1.510], [0.280, 0.741, -4.588], [-0.918, 0.434, -5.229], [-1.659, 1.436, -5.833], [-1.217, 2.752, -5.793], [-0.033, 3.061, -5.144], [0.714, 2.059, -4.537], [1.122, -1.699, -4.566], [1.270, -1.736, -5.947], [1.451, -2.951, -6.592], [1.483, -4.130, -5.863], [1.342, -4.095, -4.483], [1.166, -2.883, -3.836], [3.178, 0.009, -3.952], [-1.266, -0.591, -5.263], [-2.582, 1.188, -6.341], [-1.793, 3.533, -6.271], [0.318, 4.084, -5.108], [1.635, 2.310, -4.029], [1.239, -0.818, -6.521], [1.567, -2.973, -7.667], [1.621, -5.076, -6.370], [1.373, -5.011, -3.908], [1.073, -2.872, -2.755], [3.666, -3.901, -0.059], [2.600, -2.794, 0.263], [1.778, -1.963, 0.516]]}